# 1
{
  "formula": "C34H37MnN5",
  "method": "wB97M-V/def2-TZVPD",
  "e_lumo_ev": [4.3, 4.3],
  "spin_multiplicity": 6,
  "homo_lumo_gap_ev": [1.874, 5.924],
  "charge": -2,
  "elements": ["Mn", "N", "N", "C", "C", "C", "C", "H", "H", "H", "C", "C", "H", "H", "H", "C", "C", "H", "H", "H", "C", "H", "H", "H", "C", "H", "H", "H", "C", "H", "C", "H", "C", "H", "C", "H", "C", "C", "H", "C", "C", "H", "C", "H", "N", "C", "C", "C", "H", "C", "C", "H", "H", "H", "C", "H", "C", "C", "H", "H", "H", "C", "H", "H", "H", "N", "C", "C", "C", "C", "C", "N", "C", "H", "H", "H", "H"],
  "xyz": [[0.3585, -0.1521, 0.7185], [-0.6106, -2.3914, 2.9589], [0.0608, -2.1957, -0.5284], [1.6224, 1.4726, 0.1381], [2.4671, 0.3431, 0.4445], [2.2421, -0.0275, 1.8085], [2.9862, -1.0756, 2.5658], [3.5515, -1.7276, 1.8929], [2.3042, -1.7107, 3.1439], [3.7003, -0.6233, 3.2686], [1.3429, 0.9270, 2.3817], [1.1622, 1.1123, 3.8423], [2.0721, 1.5663, 4.2899], [0.9885, 0.1532, 4.3487], [0.3068, 1.7572, 4.0633], [0.8914, 1.8144, 1.3320], [0.0151, 3.0079, 1.4740], [-0.8187, 2.8089, 2.1541], [-0.4126, 3.2827, 0.5032], [0.5715, 3.8723, 1.8624], [3.5439, -0.2273, -0.4107], [4.5053, -0.2478, 0.1294], [3.6902, 0.3631, -1.3235], [3.3199, -1.2627, -0.7090], [1.6300, 2.2826, -1.1077], [0.6055, 2.4518, -1.4639], [2.1698, 1.7698, -1.9103], [2.0988, 3.2670, -0.9458], [-1.4638, -2.9769, 3.8123], [-1.5827, -2.5097, 4.7951], [-2.2043, -4.1259, 3.4942], [-2.9365, -4.5033, 4.2119], [-1.9542, -4.7587, 2.2713], [-2.4914, -5.6611, 1.9744], [-0.9953, -4.2028, 1.4243], [-0.6906, -4.6671, 0.4906], [-0.4123, -2.9674, 1.7710], [0.4840, -2.2750, 0.8338], [1.5408, -2.5739, 0.9543], [-0.0676, -0.8941, -0.9650], [0.1139, -3.0721, -1.6178], [0.1297, -4.1358, -1.5075], [0.0693, -2.3155, -2.7250], [0.0730, -2.5879, -3.7645], [0.0224, -0.9775, -2.3247], [0.1078, 0.1264, -3.2348], [1.2857, 0.3349, -3.9757], [1.3404, 1.4317, -4.8509], [2.2575, 1.6063, -5.4186], [0.2460, 2.2844, -5.0202], [0.3201, 3.4639, -5.9513], [0.2925, 4.4156, -5.4039], [-0.5272, 3.4726, -6.6481], [1.2438, 3.4420, -6.5376], [-0.9295, 2.0128, -4.3154], [-1.8101, 2.6378, -4.4715], [-1.0190, 0.9325, -3.4283], [-2.3111, 0.6091, -2.7488], [-2.7186, -0.3616, -3.0688], [-3.0462, 1.3743, -3.0197], [-2.2254, 0.5900, -1.6541], [2.4902, -0.5528, -3.8796], [2.5071, -1.2781, -4.7078], [2.5636, -1.1131, -2.9408], [3.4050, 0.0536, -3.9766], [-2.9162, 0.0544, 6.5729], [-2.9046, 0.2410, 5.4141], [-2.9565, 0.5173, 3.9932], [-4.0760, 1.1378, 3.4248], [-4.0875, 1.3746, 2.0631], [-2.9761, 0.9957, 1.3000], [-1.8784, 0.4522, 1.8424], [-1.8763, 0.2115, 3.1646], [-4.8991, 1.4295, 4.0747], [-4.9341, 1.8361, 1.5662], [-2.9670, 1.1422, 0.2171], [-1.0000, -0.2805, 3.5692]],
  "lowdin_charge": [0.640, 0.106, -0.089, -0.275, -0.281, -0.296, -0.054, 0.066, 0.073, 0.079, -0.276, -0.053, 0.084, 0.074, 0.074, -0.292, -0.047, 0.066, 0.075, 0.078, -0.054, 0.077, 0.061, 0.070, -0.038, 0.078, 0.059, 0.082, -0.132, 0.102, -0.088, 0.090, -0.093, 0.092, -0.030, 0.085, -0.280, -0.199, 0.105, -0.102, -0.052, 0.094, -0.063, 0.111, -0.009, -0.150, -0.218, -0.102, 0.065, -0.281, -0.340, 0.043, 0.030, 0.006, -0.058, 0.092, -0.207, -0.050, 0.086, 0.071, 0.050, -0.108, 0.064, 0.054, 0.063, 0.043, -0.266, -0.278, -0.131, -0.130, -0.220, 0.008, -0.147, 0.083, 0.082, 0.062, 0.066]
}

# 2
{
  "formula": "C30H33N7O",
  "method": "wB97M-V/def2-TZVPD",
  "e_lumo_ev": 0.5,
  "de_lowest_kcal_mol": 0.0,
  "homo_lumo_gap_ev": 8.065,
  "smiles": "CCn1cc(-c2ccnc3[nH]c(-c4cccc(CN(C)C)c4)cc23)c(-c2ccc(NC(=O)N(C)C)cc2)n1",
  "elements": ["C", "H", "H", "H", "C", "N", "C", "C", "C", "N", "C", "C", "C", "C", "C", "C", "H", "H", "N", "C", "O", "N", "C", "H", "H", "H", "C", "H", "H", "H", "H", "H", "H", "C", "C", "C", "N", "C", "N", "C", "C", "C", "H", "C", "C", "C", "C", "C", "C", "H", "H", "H", "C", "N", "C", "H", "H", "H", "C", "H", "H", "H", "H", "H", "H", "H", "H", "H", "H", "H", "H"],
  "xyz": [[-5.4508, 0.1590, 4.8712], [-5.2039, 1.1191, 4.4271], [-4.8298, 0.0151, 5.7521], [-6.4950, 0.1597, 5.1701], [-5.2019, -0.9449, 3.8495], [-3.8421, -0.9105, 3.3788], [-2.9469, -1.9146, 3.3586], [-1.7858, -1.4239, 2.7896], [-2.0860, -0.0615, 2.5138], [-3.3340, 0.2079, 2.8781], [-1.2339, 0.9994, 2.0011], [0.1528, 0.9599, 2.1240], [0.9229, 2.0105, 1.6722], [0.3324, 3.1369, 1.0989], [-1.0537, 3.1796, 0.9692], [-1.8175, 2.1230, 1.4175], [-2.8921, 2.1553, 1.3295], [-1.5206, 4.0454, 0.5321], [1.1768, 4.1716, 0.6902], [0.8275, 5.4410, 0.2910], [-0.3189, 5.8142, 0.1393], [1.8911, 6.2752, 0.0594], [3.2776, 5.9043, 0.2167], [3.5477, 5.0618, -0.4276], [3.8909, 6.7545, -0.0729], [3.5186, 5.6577, 1.2568], [1.6160, 7.6406, -0.3246], [0.5356, 7.7547, -0.3827], [2.0123, 8.3395, 0.4163], [2.0559, 7.8633, -1.2997], [2.1548, 3.9791, 0.8377], [1.9994, 1.9651, 1.7766], [0.6317, 0.1155, 2.5955], [-0.5944, -2.2051, 2.4978], [-0.0669, -3.0992, 3.4240], [1.0519, -3.8690, 3.1155], [1.6853, -3.8413, 1.9548], [1.1752, -3.0031, 1.0634], [1.6220, -2.8194, -0.2052], [0.8427, -1.8701, -0.8311], [-0.1305, -1.4469, 0.0409], [0.0543, -2.1518, 1.2550], [-0.9020, -0.7318, -0.1643], [1.0766, -1.4660, -2.2062], [1.6920, -2.3288, -3.1133], [1.9059, -1.9580, -4.4324], [1.5080, -0.6911, -4.8449], [0.8970, 0.1761, -3.9548], [0.6750, -0.2037, -2.6459], [0.2065, 0.4763, -1.9503], [0.5924, 1.1580, -4.2862], [1.6816, -0.3807, -5.8649], [2.4894, -2.9422, -5.4178], [1.5044, -3.7652, -6.1106], [0.7597, -4.6357, -5.2282], [1.4588, -5.2260, -4.6370], [0.1624, -5.3170, -5.8341], [0.0843, -4.0961, -4.5472], [0.6276, -3.0042, -6.9730], [1.2295, -2.3989, -7.6494], [0.0366, -3.7010, -7.5673], [-0.0600, -2.3445, -6.4222], [3.0544, -2.4071, -6.1861], [3.1739, -3.6241, -4.9044], [1.9938, -3.3166, -2.7940], [2.4301, -3.2697, -0.5985], [1.4657, -4.5503, 3.8469], [-0.5210, -3.1914, 4.3992], [-3.1878, -2.9001, 3.7051], [-5.8721, -0.8073, 2.9936], [-5.3828, -1.9309, 4.2842]],
  "lowdin_charge": [-0.082, 0.066, 0.075, 0.070, -0.189, -0.165, 0.008, -0.103, -0.185, 0.150, -0.182, -0.028, -0.017, -0.220, -0.001, -0.014, 0.109, 0.098, 0.143, -0.507, 0.052, -0.156, -0.063, 0.092, 0.087, 0.093, -0.051, 0.083, 0.091, 0.090, 0.111, 0.111, 0.117, -0.136, -0.022, -0.152, 0.118, -0.274, 0.158, -0.192, 0.041, -0.112, 0.117, -0.149, 0.007, -0.213, -0.049, -0.065, -0.020, 0.112, 0.106, 0.110, -0.169, -0.265, -0.109, 0.084, 0.083, 0.086, -0.110, 0.084, 0.083, 0.085, 0.120, 0.120, 0.112, 0.155, 0.100, 0.107, 0.131, 0.122, 0.119]
}

# 3
{
  "formula": "CH3NO2S",
  "method": "wB97M-V/def2-TZVPD",
  "e_lumo_ev": -0.6,
  "de_lowest_kcal_mol": 77.7,
  "homo_lumo_gap_ev": 9.273,
  "elements": ["C", "N", "O", "O", "S", "H", "H", "H"],
  "xyz": [[0.1182, 0.1813, -0.0034], [2.3821, -0.1341, 0.0801], [4.6726, -0.7732, 0.0192], [1.3450, 0.8013, 0.0529], [3.8372, 0.3662, -0.0545], [-0.6852, 0.9200, -0.4398], [-0.3003, -0.4478, 0.8932], [-0.0256, -0.4832, -0.9015]],
  "lowdin_charge": [-0.180, -0.287, -0.505, -0.267, 0.925, 0.117, 0.118, 0.080]
}

# 4
{
  "formula": "C24H60Cr2LiN5O11",
  "method": "wB97M-V/def2-TZVPD",
  "e_lumo_ev": [-13.1, -12.6],
  "spin_multiplicity": 9,
  "homo_lumo_gap_ev": [4.190, 4.727],
  "charge": 4,
  "elements": ["Li", "Cr", "Cr", "N", "O", "O", "O", "C", "O", "C", "C", "N", "C", "C", "O", "C", "H", "H", "H", "H", "H", "H", "H", "H", "H", "H", "H", "H", "H", "H", "H", "C", "O", "C", "C", "N", "C", "C", "O", "C", "H", "H", "H", "H", "H", "H", "H", "H", "H", "H", "H", "H", "H", "H", "H", "C", "O", "C", "C", "N", "C", "C", "O", "C", "H", "H", "H", "H", "H", "H", "H", "H", "H", "H", "H", "H", "H", "H", "H", "C", "O", "C", "C", "N", "C", "C", "O", "C", "H", "H", "H", "H", "H", "H", "H", "H", "H", "H", "H", "H", "H", "H", "H"],
  "xyz": [[-0.4907, -1.3143, 2.0770], [-0.5927, -0.4129, -3.4798], [1.6857, 3.7570, -1.1799], [0.4046, 0.5229, -0.3363], [-0.0427, 0.2897, 0.7607], [0.0574, -0.2024, -1.3389], [1.2497, 1.4603, -0.4711], [-0.7539, 4.1727, 1.3851], [0.6012, 4.0183, 0.8767], [1.6031, 4.0583, 1.9243], [2.9481, 3.5047, 1.4818], [3.2826, 4.0376, 0.1424], [4.5676, 3.5484, -0.4036], [5.7776, 3.8700, 0.4803], [5.7962, 5.2459, 0.7367], [6.4893, 6.0358, -0.2303], [-0.8565, 5.1781, 1.7874], [-0.9426, 3.3282, 2.0444], [-1.4002, 4.1112, 0.5108], [1.1792, 3.3195, 2.6190], [1.5542, 4.9893, 2.4934], [2.9709, 2.4174, 1.4773], [3.6329, 3.9284, 2.2207], [3.5740, 4.9965, 0.4026], [4.7703, 4.0973, -1.3339], [4.5594, 2.5010, -0.7192], [6.6832, 3.4638, 0.0241], [5.6964, 3.3184, 1.4200], [6.4592, 7.0297, 0.2229], [6.0532, 6.2149, -1.2198], [7.5261, 5.7088, -0.3028], [-2.9767, 2.2634, -7.2316], [-2.0192, 1.2446, -7.4683], [-0.7902, 1.5055, -6.7878], [-0.1912, 0.1536, -6.5697], [-1.0159, -0.6789, -5.6846], [-0.8100, -2.1304, -5.8870], [0.5443, -2.5416, -5.2850], [0.5597, -2.1051, -3.9252], [1.5201, -2.8215, -3.1261], [-3.8652, 2.1910, -7.8585], [-2.6573, 3.2974, -7.3861], [-3.3505, 2.1430, -6.2051], [-1.0576, 1.9578, -5.8117], [-0.2455, 2.2708, -7.3377], [0.8965, 0.1801, -6.4498], [-0.2311, -0.3382, -7.5538], [-1.9527, -0.3212, -5.9074], [-0.8763, -2.4453, -6.9303], [-1.6524, -2.6282, -5.4014], [1.3646, -2.1734, -5.9041], [0.6052, -3.6279, -5.3752], [2.5549, -2.7809, -3.4588], [1.1868, -3.8641, -3.1173], [1.4659, -2.5939, -2.0607], [2.6121, -2.6344, 3.7393], [1.6891, -2.4615, 2.6961], [1.5755, -3.5886, 1.8626], [0.7713, -3.2053, 0.6489], [-0.6708, -2.9966, 0.8670], [-1.3058, -4.3132, 1.2213], [-2.8375, -4.4244, 1.3415], [-3.2560, -4.1511, 2.6323], [-4.6747, -4.2012, 2.8007], [2.4960, -3.5482, 4.3252], [2.6406, -1.8052, 4.4505], [3.6321, -2.5710, 3.3332], [1.1361, -4.4045, 2.4530], [2.5832, -3.9420, 1.6017], [0.9706, -3.9031, -0.1770], [1.2244, -2.2889, 0.2451], [-1.0862, -2.7099, -0.0123], [-0.8228, -4.7386, 2.0993], [-0.9216, -4.9631, 0.4222], [-3.0225, -5.4527, 1.0016], [-3.3884, -3.8202, 0.6010], [-5.0969, -3.2287, 2.5153], [-4.8348, -4.2351, 3.8788], [-5.1587, -5.0342, 2.2959], [1.0520, 0.8039, 3.6986], [0.2284, -0.3487, 3.6209], [-0.3257, -0.7653, 4.8663], [-1.6984, -1.4374, 4.5496], [-2.2336, -1.2996, 3.1697], [-2.7133, 0.1122, 3.1188], [-3.7864, 0.3135, 2.0355], [-5.0255, -0.0494, 2.5376], [-6.0553, -0.2460, 1.5486], [0.4634, 1.6889, 3.9646], [1.4865, 0.8888, 2.7024], [1.8389, 0.6575, 4.4422], [-0.6485, 0.1008, 5.4512], [0.3445, -1.3893, 5.4518], [-2.3702, -1.1578, 5.3609], [-1.5126, -2.5143, 4.6477], [-3.1151, -1.7865, 3.0837], [-1.9133, 0.7958, 2.8135], [-3.1919, 0.4905, 4.0261], [-3.5328, -0.1898, 1.0878], [-3.7407, 1.3844, 1.7693], [-6.8857, -0.8548, 1.8863], [-5.6069, -0.7021, 0.6610], [-6.3611, 0.7757, 1.3141]],
  "lowdin_charge": [0.597, 1.204, 1.247, -0.481, 0.077, -0.111, -0.059, 0.005, -0.305, -0.146, -0.134, -0.131, -0.163, -0.202, -0.173, -0.058, 0.119, 0.098, 0.101, 0.106, 0.158, 0.130, 0.155, 0.156, 0.127, 0.137, 0.149, 0.134, 0.109, 0.092, 0.109, -0.080, -0.180, -0.205, -0.186, -0.113, -0.125, -0.150, -0.299, -0.011, 0.108, 0.104, 0.087, 0.111, 0.151, 0.141, 0.154, 0.142, 0.157, 0.142, 0.148, 0.155, 0.125, 0.121, 0.073, -0.083, -0.220, -0.204, -0.225, -0.106, -0.141, -0.233, -0.197, -0.055, 0.112, 0.086, 0.104, 0.134, 0.144, 0.117, 0.099, 0.097, 0.121, 0.123, 0.134, 0.126, 0.079, 0.103, 0.103, -0.078, -0.319, -0.150, -0.161, -0.069, -0.186, -0.269, -0.176, -0.053, 0.094, 0.070, 0.110, 0.130, 0.133, 0.131, 0.123, 0.096, 0.092, 0.141, 0.113, 0.120, 0.097, 0.077, 0.096]
}

| no. | maximum force (eV/A) | E (eV) |
| --- | --- | --- |
| 1 | 3.06 | -74624.554 |
| 2 | 0.91 | -44125.213 |
| 3 | 4.91 | -17502.100 |
| 4 | 3.28 | -112836.524 |